{
  "formula": "C21H18BBrClF2N4O3Tc",
  "method": "wB97M-V/def2-TZVPD",
  "gap_ha": [0.236, 0.162],
  "multiplicity": 2,
  "s2": 0.7718,
  "e_lumo_ev": [-10.0, -12.0],
  "homo_ha": [-0.604, -0.604],
  "total_charge": 3,
  "species": ["Tc", "O", "C", "C", "C", "C", "C", "C", "C", "O", "N", "N", "C", "C", "Br", "C", "C", "C", "C", "C", "C", "C", "H", "H", "H", "H", "H", "H", "H", "H", "H", "H", "H", "H", "H", "H", "O", "N", "Cl", "C", "C", "C", "C", "N", "C", "H", "H", "H", "H", "F", "B", "F"],
  "positions_angstrom": [[-0.06, 1.07, 0.81], [-3.78, 2.39, -1.22], [-3.77, 1.86, -2.40], [-4.68, 2.43, -3.37], [-4.79, 1.86, -4.60], [-4.01, 0.73, -4.91], [-3.07, 0.18, -3.96], [-2.92, 0.73, -2.73], [-1.90, 0.22, -1.73], [-0.80, 1.16, -1.46], [-2.55, 0.06, -0.44], [-1.59, -0.36, 0.52], [-1.79, -1.41, 1.25], [-0.75, -1.91, 2.06], [0.97, -1.18, 1.64], [-0.99, -2.83, 3.05], [-0.14, -3.48, 3.99], [-0.76, -4.00, 5.14], [-0.02, -4.63, 6.12], [1.35, -4.81, 5.96], [1.97, -4.34, 4.80], [1.25, -3.69, 3.83], [-3.26, 1.83, -0.57], [-5.27, 3.28, -3.06], [-5.47, 2.26, -5.34], [-4.09, 0.27, -5.88], [-2.46, -0.66, -4.27], [-1.41, -0.69, -2.09], [-3.34, -0.58, -0.52], [-2.73, -1.95, 1.23], [-2.04, -3.07, 3.18], [-1.83, -3.90, 5.29], [-0.53, -4.99, 7.00], [1.92, -5.32, 6.72], [3.03, -4.49, 4.64], [1.77, -3.40, 2.93], [-0.67, 1.71, 3.52], [-0.41, 1.46, 2.44], [5.33, 2.14, -0.48], [3.86, 2.80, 0.08], [3.74, 4.15, 0.40], [2.51, 4.62, 0.85], [1.46, 3.74, 0.98], [1.57, 2.43, 0.68], [2.76, 1.98, 0.24], [4.58, 4.82, 0.29], [2.38, 5.66, 1.12], [0.49, 4.07, 1.34], [2.84, 0.92, 0.02], [0.67, 2.82, -2.06], [-0.24, 1.98, -2.44], [-0.64, 1.91, -3.69]]
}